[1]
{
  "formula": "C4H10O2S2",
  "method": "ωB97M-V/def2-TZVPD",
  "symbols": ["C", "C", "C", "C", "O", "O", "S", "S", "H", "H", "H", "H", "H", "H", "H", "H", "H", "H"],
  "positions_angstrom": [[-1.02090, -0.14395, -1.83710], [0.60276, 1.03433, -0.54079], [0.81880, -1.49737, -0.66148], [-0.10572, -0.25188, -0.61379], [-0.45006, -0.21071, 2.10458], [0.59757, 0.58448, 4.42491], [-0.56379, 0.67916, 3.54571], [-1.50758, -0.28579, 0.74642], [-1.52701, -1.09755, -2.01328], [-1.60720, 0.71349, -1.64361], [-0.33626, -0.12353, -2.67897], [1.66882, 0.92749, -0.53594], [0.30589, 1.60377, 0.32932], [0.36801, 1.65514, -1.42529], [1.64244, -1.63857, 0.05799], [0.26874, -2.58495, -0.57144], [1.31636, -1.52809, -1.62067], [-0.47086, 2.16454, 2.93344]],
  "atomic_forces_ev_per_a": [[1.4, -2.6, 0.2], [0.6, 1.8, -0.1], [-1.3, -2.9, 0.7], [-1.7, -1.6, 0.7], [0.8, 0.0, 0.5], [0.0, -0.4, -1.3], [-1.3, 2.4, -0.8], [2.1, 0.0, 0.2], [-0.7, 0.3, 0.3], [-1.0, 0.8, -0.7], [-0.1, 0.8, -0.4], [0.7, -0.1, 0.2], [0.2, 0.2, 0.2], [0.1, -0.2, 0.4], [-0.6, 0.9, 0.2], [0.8, 2.9, -0.3], [0.0, 0.2, -0.5], [0.0, -2.5, 0.6]],
  "nbo_charge": [-0.65, -0.65, -0.64, -0.07, -0.92, -0.88, 1.36, 0.47, 0.22, 0.23, 0.22, 0.22, 0.23, 0.21, 0.23, 0.22, 0.22, -0.03],
  "multiplicity": 1,
  "charge": 0,
  "orbital_gap_ha": 0.344,
  "e_lumo_ev": 0.284
}

[2]
{
  "formula": "C24H50BrI2O11PS2",
  "method": "ωB97M-V/def2-TZVPD",
  "symbols": ["C", "C", "S", "C", "C", "C", "O", "C", "P", "O", "O", "C", "C", "I", "C", "C", "I", "C", "Br", "C", "S", "O", "O", "H", "H", "H", "H", "H", "H", "H", "H", "H", "H", "H", "H", "H", "H", "H", "H", "H", "H", "H", "H", "H", "H", "C", "O", "C", "C", "O", "C", "C", "O", "C", "H", "H", "H", "H", "H", "H", "H", "H", "H", "H", "H", "H", "H", "H", "C", "O", "C", "C", "O", "C", "C", "O", "C", "H", "H", "H", "H", "H", "H", "H", "H", "H", "H", "H", "H", "H", "H"],
  "positions_angstrom": [[8.14401, 0.49661, -0.15350], [6.89905, -0.13922, -0.79317], [5.74366, -0.55718, 0.54874], [4.53661, -1.62039, -0.28031], [3.05707, -1.17092, -0.19861], [2.25019, -2.47406, -0.02985], [2.91572, -0.48172, 1.04818], [1.75592, 0.29838, 0.95768], [1.55722, 1.14634, 2.62219], [0.31309, 2.16540, 2.32370], [2.89401, 2.02647, 2.84016], [1.85718, 0.98296, -0.43167], [2.31068, 2.44655, -0.53888], [4.36153, 2.82228, -0.02844], [1.88839, 3.04938, -1.89684], [0.42449, 3.49308, -1.83373], [3.02826, 4.77003, -2.47554], [2.50628, -0.15219, -1.29485], [3.89479, 0.38641, -2.54456], [1.42305, -0.87372, -2.11950], [0.64127, -0.04685, -3.50073], [1.49228, -0.04507, -4.64620], [-0.65972, -0.64649, -3.61267], [9.02183, -0.12650, -0.31134], [8.34244, 1.47180, -0.59489], [8.01294, 0.63371, 0.91876], [7.16173, -1.06768, -1.29682], [6.40595, 0.54250, -1.47988], [4.84133, -1.80443, -1.30758], [4.59135, -2.57519, 0.23849], [1.18707, -2.27945, 0.10284], [2.33327, -3.11615, -0.90624], [2.59931, -2.97948, 0.86325], [0.81935, -0.27990, 0.93826], [0.34266, 2.65658, 1.49493], [2.93453, 2.88178, 2.39439], [0.81788, 1.04437, -0.77939], [1.74628, 3.00576, 0.20600], [2.02826, 2.34330, -2.70910], [0.10316, 3.86971, -2.80223], [-0.21801, 2.64594, -1.57626], [0.29980, 4.27916, -1.09076], [1.85935, -1.75014, -2.59739], [0.58569, -1.14817, -1.48505], [0.43051, 1.22116, -3.08378], [-7.10005, -0.97360, -8.95905], [-6.18709, -0.62596, -7.94357], [-6.77341, -0.33425, -6.68909], [-6.01419, -0.95755, -5.53818], [-6.10380, -2.36767, -5.44252], [-5.44082, -3.17610, -6.39977], [-3.93092, -3.18934, -6.30496], [-3.35549, -1.95772, -6.68900], [-2.33440, -1.48841, -5.82724], [-7.54013, -0.08335, -9.42220], [-6.55042, -1.52694, -9.71996], [-7.90264, -1.61365, -8.57772], [-7.81572, -0.67054, -6.65703], [-6.75829, 0.75459, -6.54439], [-6.48647, -0.58972, -4.62319], [-4.97679, -0.61791, -5.52727], [-5.76609, -2.94475, -7.41604], [-5.77702, -4.19262, -6.17875], [-3.56332, -3.97162, -6.98388], [-3.63482, -3.45787, -5.28485], [-2.58070, -1.65586, -4.77825], [-2.23612, -0.41659, -5.99145], [-1.37695, -1.96647, -6.05647], [2.55159, 1.10237, 8.32089], [1.26233, 1.42083, 7.84923], [0.96363, 0.92100, 6.55664], [-0.42617, 0.33167, 6.47854], [-0.61349, -0.88637, 7.18020], [-0.62121, -0.88393, 8.59582], [-1.83210, -0.24669, 9.24112], [-1.86095, 1.15856, 9.06989], [-3.11329, 1.68503, 8.69674], [3.30338, 1.79472, 7.92603], [2.53525, 1.18718, 9.40740], [2.83541, 0.07810, 8.05749], [1.69256, 0.16603, 6.24413], [1.00984, 1.75603, 5.84554], [-0.59187, 0.07592, 5.42893], [-1.17849, 1.07346, 6.75417], [0.30206, -0.46723, 9.00342], [-0.64518, -1.94173, 8.87135], [-1.78689, -0.46115, 10.31734], [-2.74134, -0.70735, 8.84001], [-3.61611, 1.04718, 7.96213], [-2.93782, 2.66038, 8.24355], [-3.76722, 1.81519, 9.56648]],
  "atomic_forces_ev_per_a": [[-0.1, 0.0, -0.2], [0.0, -0.2, 0.4], [0.1, 0.0, -0.1], [-0.1, 0.0, 0.1], [0.6, -0.5, 0.8], [-0.5, 0.4, -0.6], [-0.2, 0.0, -0.2], [0.2, 1.2, -0.3], [0.0, -1.1, 0.8], [0.1, 0.2, -0.3], [-0.4, 0.4, 0.0], [-0.7, 0.0, -0.3], [0.4, -0.1, -0.2], [0.1, -0.2, 0.5], [-0.2, 0.4, 0.2], [0.2, -0.2, -0.2], [-0.3, 0.2, -0.5], [-0.3, -0.5, 0.4], [0.0, 0.1, -0.1], [0.4, 0.5, 0.0], [-0.5, -0.7, -0.3], [0.4, 0.3, -0.1], [-0.1, 0.1, 0.3], [0.0, 0.0, 0.1], [0.0, 0.0, 0.0], [0.1, 0.0, 0.1], [0.0, 0.1, -0.2], [0.1, 0.0, -0.1], [0.0, 0.0, 0.0], [0.0, 0.0, 0.0], [0.0, 0.0, 0.1], [0.2, -0.2, 0.1], [0.2, -0.1, 0.0], [0.1, -0.4, 0.0], [-0.1, 0.1, 0.0], [0.3, 0.0, -0.2], [0.0, 0.0, 0.0], [0.2, 0.1, 0.1], [0.3, 0.1, 0.0], [-0.1, 0.1, 0.0], [-0.1, 0.1, 0.1], [-0.1, 0.0, 0.0], [-0.2, -0.1, 0.0], [0.0, -0.1, 0.0], [0.2, 0.1, 0.1], [0.1, 0.1, 0.0], [0.0, -0.3, 0.1], [0.0, 0.2, -0.1], [0.1, 0.1, 0.1], [-0.1, -0.1, 0.1], [-0.1, -0.1, -0.1], [0.2, 0.0, -0.2], [-0.2, 0.2, 0.2], [-0.1, -0.1, -0.3], [-0.1, 0.0, 0.0], [0.0, 0.0, 0.0], [0.0, 0.0, 0.0], [0.0, 0.0, 0.0], [-0.1, 0.0, 0.1], [0.0, 0.0, 0.0], [0.0, 0.0, -0.2], [0.1, 0.1, 0.0], [0.0, 0.0, 0.0], [0.0, -0.1, 0.1], [0.0, 0.0, 0.0], [0.0, 0.0, 0.0], [0.0, 0.0, 0.0], [0.0, 0.0, 0.1], [0.0, 0.1, 0.0], [-0.1, -0.3, 0.1], [0.0, 0.2, 0.0], [-0.1, 0.1, -0.1], [0.0, -0.1, -0.1], [0.1, 0.0, 0.1], [0.0, 0.1, 0.2], [0.1, 0.0, -0.3], [0.0, 0.0, 0.1], [0.0, -0.1, 0.0], [0.0, 0.1, 0.0], [0.0, 0.0, 0.0], [0.0, 0.0, 0.1], [0.1, -0.1, -0.1], [0.0, 0.0, 0.0], [0.1, 0.0, 0.1], [-0.1, 0.2, 0.0], [0.0, 0.0, 0.0], [-0.1, -0.1, 0.0], [0.0, 0.0, 0.0], [0.0, 0.0, 0.0], [0.0, 0.0, 0.0], [-0.1, 0.0, 0.0]],
  "mulliken_charge": [-1.17, 0.02, -0.09, -1.37, 1.17, -2.10, -0.30, -0.36, 0.08, -0.50, -0.41, 0.37, -1.00, 0.35, -0.23, -1.52, 0.12, 0.70, 0.11, -1.53, 1.16, -0.62, -0.59, 0.30, 0.32, 0.32, 0.36, 0.02, 0.56, 0.46, 0.35, 0.39, 0.59, 0.22, 0.38, 0.27, 0.18, 0.29, 0.41, 0.47, 0.40, 0.49, 0.55, 0.44, -0.10, -0.78, -0.30, -0.55, -0.19, -0.44, -0.29, -0.51, -0.34, -0.83, 0.31, 0.23, 0.36, 0.34, 0.36, 0.40, 0.04, 0.10, 0.40, 0.37, 0.31, 0.39, 0.29, 0.36, -0.80, -0.33, -0.34, -0.22, -0.45, -0.29, -0.51, -0.31, -0.79, 0.31, 0.25, 0.36, 0.32, 0.28, 0.32, 0.12, 0.09, 0.40, 0.38, 0.33, 0.36, 0.23, 0.31],
  "multiplicity": 1,
  "charge": 0,
  "orbital_gap_ha": 0.297,
  "e_lumo_ev": -0.234
}

[3]
{
  "formula": "C4H7Br",
  "method": "ωB97M-V/def2-TZVPD",
  "symbols": ["C", "C", "C", "C", "Br", "H", "H", "H", "H", "H", "H", "H"],
  "positions_angstrom": [[0.10631, -0.38999, 0.67339], [1.17620, -0.56212, -0.28594], [-0.08477, 0.38837, -0.52230], [0.24558, -0.44298, -1.51795], [0.36857, 2.30211, -0.20663], [-0.73241, -1.04184, 0.91770], [0.37899, 0.16804, 1.60233], [2.14538, -0.08974, -0.28003], [-1.90438, 0.62958, 1.57939], [-2.15091, 0.18238, 2.20272], [-0.29064, -1.34728, -1.80634], [0.74208, 0.20346, -2.35635]],
  "atomic_forces_ev_per_a": [[-0.9, -0.1, 4.0], [-1.2, 0.1, -1.9], [0.6, 4.8, 4.7], [3.4, -1.4, -5.9], [-0.6, -0.8, -1.0], [0.6, -1.0, -0.2], [-0.3, -0.4, -0.8], [-0.2, 0.0, 0.3], [-0.8, -1.0, 1.6], [0.5, 1.2, -1.5], [-0.3, 0.4, -0.1], [-0.9, -1.9, 0.8]],
  "nbo_charge": [-0.44, -0.23, -0.02, -0.43, -0.01, 0.21, 0.23, 0.23, 0.00, 0.00, 0.22, 0.23],
  "multiplicity": 1,
  "charge": 0,
  "orbital_gap_ha": 0.344,
  "e_lumo_ev": 0.705
}

[4]
{
  "formula": "C7H5N2O2",
  "method": "ωB97M-V/def2-TZVPD",
  "symbols": ["N", "C", "C", "C", "O", "O", "N", "C", "C", "C", "C", "H", "H", "H", "H", "H"],
  "positions_angstrom": [[-2.22232, -2.28329, 0.17646], [-1.80021, -1.31843, -0.21883], [-1.14234, -0.05354, -0.71238], [-2.14079, 1.09240, 0.02254], [-1.77763, 1.47165, 1.11071], [-3.08925, 1.24410, -0.71012], [0.18898, -0.02949, -0.20544], [1.19709, 0.54835, -0.85919], [2.33529, 0.38259, -0.07858], [1.99765, -0.42150, 1.00206], [0.60531, -0.57658, 0.96619], [-1.04120, 0.18136, -1.73464], [0.98464, 0.94295, -1.73437], [3.23619, 0.94878, -0.17646], [2.68529, -0.98813, 1.58717], [-0.01670, -1.14122, 1.56487]],
  "atomic_forces_ev_per_a": [[-1.4, -2.8, 1.3], [2.0, 3.6, -2.9], [-1.0, -0.3, 3.1], [1.4, -1.4, -0.9], [0.4, 0.6, 1.1], [-1.9, 0.8, -1.0], [-0.5, -0.9, 1.2], [1.8, -1.3, 4.1], [0.0, 0.6, -1.2], [-1.6, -0.2, 0.4], [2.6, 0.3, -1.4], [-0.8, -0.4, -1.3], [-0.5, 2.2, -4.0], [0.6, -0.3, -0.5], [0.2, 0.2, 0.8], [-1.2, -0.9, 1.0]],
  "nbo_charge": [-0.39, 0.32, -0.27, 0.81, -0.71, -0.74, -0.29, -0.07, -0.32, -0.32, -0.04, 0.23, 0.19, 0.20, 0.20, 0.22],
  "multiplicity": 1,
  "smiles": "N#C[C@@H](C(=O)[O-])n1cccc1",
  "charge": -1,
  "orbital_gap_ha": 0.304,
  "e_lumo_ev": 3.800
}

What are the highest occupied orbital energy values for these records? In order: -9.1, -8.3, -8.7, -4.5 eV.